# 1
66
Properties=species:S:1:pos:R:3:forces:R:3 method="wB97M-V/def2-TZVPD" gap_ev=5.61 energy_ha=-1639.58762 e_homo_ev=-5.8 total_charge=0
O 0.758 -0.006 1.267 0.3 -0.6 -0.2
C -0.327 0.147 0.728 -0.4 1.4 1.3
C -1.350 1.115 0.883 0.2 -0.3 0.6
C -2.380 0.864 -0.059 1.1 -0.3 -0.8
C -3.672 1.606 -0.242 0.1 0.2 0.2
C -4.848 1.079 0.608 -0.3 -0.3 -0.5
C -5.450 -0.257 0.117 -0.3 0.8 0.5
I -4.397 -2.011 0.788 -0.2 0.1 -0.1
C -1.884 -0.189 -0.777 -2.5 1.3 1.7
O -2.447 -0.551 -2.057 2.1 -1.1 0.6
O -0.789 -0.788 -0.235 -0.1 0.0 -2.1
H -1.303 1.873 1.654 -0.2 -0.1 -0.1
H -3.993 1.612 -1.296 0.1 0.0 0.2
H -3.504 2.647 0.061 0.0 -0.2 -0.1
H -5.665 1.814 0.504 0.2 -0.1 0.0
H -4.631 1.037 1.680 0.2 0.0 -0.3
H -6.454 -0.318 0.551 0.3 -0.4 -0.1
H -5.566 -0.280 -0.970 0.3 -0.2 0.2
C 1.032 0.094 -5.382 -0.1 0.0 0.0
C 1.548 -1.063 -4.531 0.1 0.5 -0.3
C 0.449 -2.072 -4.169 0.3 0.4 0.0
C -0.601 -1.411 -3.393 0.0 -0.2 0.2
N -1.370 -0.888 -2.731 -0.9 -0.4 -1.5
H 0.282 0.683 -4.851 0.0 0.0 0.0
H 1.848 0.767 -5.640 0.0 0.0 0.0
H 0.587 -0.271 -6.310 0.0 0.0 0.0
H 1.996 -0.662 -3.620 0.0 -0.1 0.0
H 2.337 -1.582 -5.073 -0.1 -0.2 0.1
H 0.861 -2.884 -3.574 -0.2 -0.1 0.0
H 0.009 -2.502 -5.070 -0.2 0.0 0.1
C -2.487 6.114 0.440 0.0 0.0 0.0
C -3.506 6.636 1.448 0.1 0.0 -0.3
C -3.363 5.987 2.829 -0.2 -0.1 -0.3
C -3.565 4.533 2.735 0.1 0.3 0.3
N -3.720 3.398 2.663 -0.1 0.0 0.0
H -2.612 5.045 0.259 0.0 0.0 0.1
H -2.605 6.622 -0.517 0.0 0.0 0.0
H -1.467 6.284 0.790 0.0 0.0 0.0
H -4.512 6.460 1.062 0.0 0.0 0.1
H -3.387 7.716 1.551 0.0 0.0 0.1
H -4.101 6.399 3.518 0.0 -0.1 0.1
H -2.372 6.179 3.241 0.0 -0.1 0.0
C 3.673 -0.618 3.193 0.1 0.0 -0.1
C 3.282 -2.084 3.316 -0.1 0.2 -0.2
C 3.439 -2.630 4.740 0.3 0.0 -0.2
C 4.842 -2.533 5.178 -0.3 -0.1 0.1
N 5.937 -2.458 5.513 0.1 0.0 0.0
H 4.727 -0.460 3.433 0.0 -0.1 0.1
H 3.514 -0.271 2.173 -0.1 0.0 0.0
H 3.072 0.003 3.859 0.0 0.0 -0.1
H 3.891 -2.676 2.628 0.0 -0.1 0.1
H 2.242 -2.200 3.005 0.0 0.0 0.0
H 3.133 -3.676 4.780 0.0 0.0 0.1
H 2.814 -2.068 5.435 0.0 0.0 0.0
C 3.966 -5.078 -0.664 0.0 0.0 0.0
C 3.871 -3.558 -0.734 0.2 -0.3 0.2
C 2.791 -3.072 -1.707 0.3 -0.1 -0.2
C 3.081 -3.541 -3.077 -0.1 0.1 0.4
N 3.309 -3.908 -4.141 0.0 0.0 -0.1
H 4.250 -5.507 -1.627 0.0 0.0 0.0
H 4.724 -5.377 0.060 0.0 0.0 0.0
H 3.014 -5.518 -0.359 0.0 0.0 0.0
H 4.840 -3.152 -1.029 -0.1 0.1 0.0
H 3.648 -3.167 0.260 -0.1 0.1 -0.1
H 2.753 -1.982 -1.709 -0.1 0.0 0.0
H 1.811 -3.446 -1.405 0.0 0.0 0.0

***

# 2
8
Properties=species:S:1:pos:R:3:forces:R:3 method="wB97M-V/def2-TZVPD" multiplicity=3 gap_ev="5.57 / 7.28" energy_ha=-407.97889 e_homo_ev="-1.0 / -5.1" relative_energy_ev=3.084 total_charge=-1
C -0.053 -0.366 -0.004 -2.7 -4.2 0.4
N -2.131 0.310 0.080 -1.5 -3.0 0.0
N -1.523 -0.834 0.001 2.9 1.1 0.1
N -0.066 0.942 0.018 0.8 0.6 0.3
N -1.321 1.295 0.124 1.0 3.5 -0.4
O 2.230 -0.442 0.098 11.6 5.8 -0.5
O 0.981 -1.176 0.117 -13.0 -4.9 0.0
H 1.883 0.272 -0.434 0.8 1.1 0.0

***

# 3
13
Properties=species:S:1:pos:R:3:forces:R:3 method="wB97M-V/def2-TZVPD" gap_ev=10.27 energy_ha=-340.71831 e_homo_ev=-9.4 smiles="c1cn[nH]c1.C=O" relative_energy_ev=2.084 total_charge=0
C -0.120 0.716 -1.087 -0.1 0.0 0.0
C -0.040 -0.570 -0.511 0.1 -0.1 0.0
N -1.228 -1.149 -0.414 0.2 0.2 -0.1
N -2.074 -0.246 -0.927 -0.2 0.1 -0.1
C -1.460 0.886 -1.347 0.0 -0.1 0.0
H 0.684 1.413 -1.275 -0.1 -0.1 0.0
H 0.842 -1.098 -0.174 -0.2 0.1 -0.1
H -3.056 -0.464 -0.962 0.1 0.1 0.0
H -2.015 1.703 -1.787 0.1 -0.1 0.1
C 2.115 -0.303 2.126 0.1 0.3 -0.1
O 2.320 0.764 1.605 -0.1 -0.5 0.3
H 2.921 -1.049 2.272 0.0 0.1 0.0
H 1.110 -0.604 2.482 0.1 0.1 -0.1

***

# 4
20
Properties=species:S:1:pos:R:3:forces:R:3 method="wB97M-V/def2-TZVPD" gap_ev="7.59 / 7.85" energy_ha=-1612.57822 e_homo_ev="-8.7 / -8.7" relative_energy_ev=4.947 total_charge=0
C 0.094 -2.291 0.207 1.5 0.8 0.5
C 2.613 -0.800 -0.163 -0.2 -2.8 -2.7
C -1.721 -1.204 0.848 0.0 -0.1 1.8
C 2.488 1.357 0.089 -0.8 2.9 -1.5
C -2.308 -2.444 0.142 -1.4 0.9 -0.4
C 1.995 1.311 -1.459 -1.0 -0.3 -0.5
N -0.270 -1.357 0.936 0.8 -1.4 -0.2
N 2.748 0.099 0.642 0.9 0.7 1.2
O 3.345 -2.766 1.492 0.5 -0.1 1.3
S -0.956 -3.236 -0.783 -0.2 0.1 -0.1
S 2.107 -0.430 -1.919 0.6 -0.8 1.2
S 2.945 -2.558 0.116 -1.4 0.6 -1.3
H -1.768 -0.252 0.339 -1.0 0.1 -0.5
H -2.151 -1.061 1.887 0.4 -0.2 -1.2
H 3.352 2.039 0.019 0.0 -0.5 0.8
H 1.742 1.814 0.760 0.1 0.2 -0.6
H -2.772 -3.188 0.773 0.3 0.0 0.6
H -3.149 -2.074 -0.456 0.3 -0.3 -0.5
H 0.921 1.513 -1.631 0.5 0.4 0.7
H 2.509 1.877 -2.287 0.1 -0.2 1.5

***

# 5
16
Properties=species:S:1:pos:R:3:forces:R:3 method="wB97M-V/def2-TZVPD" gap_ev=8.61 energy_ha=-400.85749 e_homo_ev=-8.2 relative_energy_ev=1.451 total_charge=0
C 2.271 -0.987 -0.031 -0.8 1.3 1.5
C 0.722 -1.012 -0.005 -0.1 1.1 -0.5
C -0.105 0.091 -0.120 1.2 -3.3 0.7
C 0.138 1.554 0.034 2.9 -0.4 1.5
O -1.091 2.207 0.118 -0.9 0.1 -0.9
C -2.019 1.274 -0.102 -2.0 -1.6 0.1
C -1.551 -0.037 -0.156 -1.0 2.4 -0.1
C -2.263 -1.277 -0.110 -0.7 -0.7 0.8
N -2.786 -2.284 0.152 0.7 1.4 -0.7
H 2.738 -1.949 -0.121 -0.2 -0.6 0.0
H 2.688 -0.387 -0.842 -0.3 0.2 0.0
H 2.654 -0.537 0.945 -0.4 -0.5 -1.1
H 0.233 -2.009 0.124 0.4 1.0 -0.4
H 0.778 1.974 -0.737 -0.1 0.3 -0.2
H 0.654 1.689 1.028 -0.3 0.1 -0.9
H -3.062 1.691 -0.177 1.3 -0.8 0.2

***

# 6
27
Properties=species:S:1:pos:R:3:forces:R:3 method="wB97M-V/def2-TZVPD" gap_ev=11.20 energy_ha=-687.94440 e_homo_ev=-10.9 smiles=O.O.O.O.O.O.O.O.O relative_energy_ev=2.215 total_charge=0
O 1.871 -0.166 -0.886 -0.1 -0.6 -0.7
H 1.561 0.610 -1.391 -0.2 -0.5 -0.3
H 1.477 -0.992 -1.311 0.1 1.4 0.7
O -0.060 -3.340 1.255 1.0 1.1 -2.6
H -0.197 -2.963 0.284 0.7 -1.3 2.5
H 0.926 -3.488 1.331 -1.6 0.3 -0.3
O -0.508 -0.598 2.222 3.9 -0.6 0.2
H 0.505 -0.296 2.318 -3.1 -0.2 -0.2
H -0.332 -1.454 1.769 -0.5 0.0 0.6
O 0.078 -2.014 -1.609 -0.8 0.7 0.8
H -0.721 -1.395 -1.650 0.7 -0.5 -0.1
H 0.131 -2.480 -2.434 -0.2 -0.4 -0.6
O -1.967 -0.069 -1.740 -0.9 -2.1 -0.2
H -2.247 0.204 -0.873 -0.2 0.4 0.9
H -1.363 0.590 -2.014 1.2 1.5 -0.7
O -1.851 1.068 0.963 -1.3 -0.7 0.2
H -2.631 1.053 1.519 -1.1 1.3 -0.1
H -1.575 0.222 1.388 1.8 0.0 -0.4
O 0.262 2.655 0.524 0.5 -1.2 1.7
H 1.083 2.241 0.991 -1.8 0.7 -1.1
H -0.481 2.239 1.075 1.0 0.7 -1.2
O 1.905 0.717 1.514 3.8 2.0 -1.1
H 1.706 0.353 0.519 1.3 0.5 1.8
H 2.921 1.240 1.530 -4.6 -2.8 -0.3
O 0.140 1.709 -2.153 -0.3 1.4 2.8
H 0.277 2.539 -2.627 0.0 -0.2 -0.2
H -0.002 2.086 -1.154 0.6 -1.0 -2.1

***

# 7
11
Properties=species:S:1:pos:R:3:forces:R:3 method="wB97M-V/def2-TZVPD" gap_ev=4.07 energy_ha=-418.81052 e_homo_ev=-25.3 relative_energy_ev=2.734 total_charge=+3
In 1.609 0.906 -3.250 0.5 0.2 -0.9
C -0.438 0.540 -0.194 -6.0 5.0 2.3
C 0.609 -0.513 0.239 0.7 -4.5 6.6
O -0.017 -1.565 0.905 1.6 2.2 -1.8
O -1.269 0.890 0.946 1.8 -2.4 -4.2
H -0.931 0.312 -1.099 -1.5 -2.1 -0.7
H -0.051 1.491 -0.465 2.5 1.2 0.5
H 1.368 -0.067 0.818 0.5 1.1 1.5
H 1.057 -0.749 -0.645 0.4 -1.3 -3.9
H 0.047 -1.434 1.905 0.1 -0.5 -0.4
H -1.985 0.189 0.840 -0.5 0.9 1.0